{
  "formula": "C3H8N2",
  "method": "ωB97M-V/def2-TZVPD",
  "species": ["H", "C", "H", "C", "C", "H", "H", "H", "N", "H", "N", "H", "H"],
  "positions_angstrom": [[-1.6665, -0.4686, -1.6408], [0.2449, 0.9917, 1.4233], [1.3231, -0.4442, 2.2955], [-0.5852, -0.5316, -1.7635], [0.0875, -0.3701, -0.4230], [-0.6554, 0.2841, 1.5161], [1.1377, -0.0954, -0.4442], [-0.4136, -1.4364, -2.3329], [1.4148, 0.4217, 1.7607], [0.1111, 2.0675, 1.6115], [-0.6508, 0.5963, 0.3317], [-0.4146, 0.2876, -2.4572], [0.0670, -1.3027, 0.1229]],
  "forces_ev_per_angstrom": [[-0.19, -0.21, 0.31], [0.95, 1.57, 1.47], [-0.08, 0.09, -0.58], [-0.86, 0.31, -0.69], [-0.74, -0.60, -0.53], [-2.02, -0.91, 1.89], [0.32, 0.03, -0.35], [0.46, -0.52, 0.07], [1.27, 0.15, 0.59], [-0.08, -0.02, 0.11], [0.31, 0.71, -2.27], [0.49, 0.34, 0.02], [0.18, -0.93, -0.05]],
  "total_charge": -1,
  "de_lowest_kj_mol": 274.65,
  "homo_ev": [-0.536, -2.045],
  "largest_force_ev_per_a": 2.91,
  "spin_multiplicity": 2,
  "s2": 0.7555
}